No. 1
Below is an isolated molecule of C5H10O at a distorted geometry, with properties calculated with wB97M-V/def2-TZVPD.

Values from the calculation:
Total charge = 0
2S+1 = 1
E_HOMO = -0.3161 hartree
SMILES = C[C@@H](O)C1CC1

Positions of all 16 atoms, in Å:
C 1.19024 -0.75500 1.61556
C 0.73187 -0.26746 0.26046
O 0.55457 -1.45718 -0.52247
C -0.61720 0.35571 0.23974
C -1.01776 1.50156 -0.56886
C -1.12962 0.28740 -1.38271
H 0.41532 -1.38658 2.06419
H 1.40497 0.06992 2.29257
H 2.09855 -1.33729 1.46186
H 1.49372 0.39586 -0.17541
H 0.93858 -1.38822 -1.39993
H -1.32121 -0.02860 0.99381
H -1.94953 1.92976 -0.26332
H -0.20508 2.15535 -0.83125
H -0.53422 0.18961 -2.32555
H -2.05318 -0.26485 -1.45869

---

No. 2
Below is a cluster of 2 separate species, C5H10O in total, with properties calculated with wB97M-V/def2-TZVPD.

Values from the calculation:
Total charge = 0
2S+1 = 1
E_HOMO = -0.3393 hartree
SMILES = C1=CCCC1.O

Positions of all 16 atoms, in Å:
O 2.41657 -0.77225 -0.42755
C -0.17948 -1.21319 -0.00842
C -0.71716 -0.27394 -1.06185
C -0.56894 1.11165 -0.40334
C -0.61430 0.81209 1.10900
C -0.11797 -0.61693 1.18525
H 2.25091 -0.08542 -1.08535
H 0.13237 -2.22879 -0.23633
H -0.21889 -0.34981 -2.03553
H -1.77769 -0.51385 -1.21509
H -1.34482 1.81397 -0.71917
H 0.39688 1.56533 -0.67440
H -0.03985 1.53500 1.69988
H -1.64791 0.84536 1.47832
H 1.80754 -0.53470 0.29446
H 0.22273 -1.09453 2.10014

---

No. 3
Below is a structure of composition C5H10O, with properties calculated with wB97M-V/def2-TZVPD.

Values from the calculation:
Total charge = 0
2S+1 = 1
E_HOMO = -0.2933 hartree

Positions of all 16 atoms, in Å:
C 2.26473 0.86841 0.55009
C 1.29453 0.23191 -0.45973
C 0.16996 -0.28416 0.38511
C -2.10640 -1.46640 -0.36974
C -1.01625 0.60154 0.31353
O -1.30125 -0.34787 -0.74488
H 2.52710 0.14988 1.33263
H 1.81697 1.74433 1.03408
H 3.18272 1.19175 0.05119
H 1.80270 -0.59726 -0.96475
H 1.01127 0.97602 -1.22388
H -2.35087 -1.98659 -1.29688
H -1.54677 -2.12155 0.29983
H -3.02701 -1.12609 0.11373
H -0.96805 1.60130 -0.14244
H -1.75338 0.56479 1.12211

---

No. 4
Below is an isolated molecule of C5H10O at a distorted geometry, with properties calculated with wB97M-V/def2-TZVPD.

Values from the calculation:
Total charge = 0
2S+1 = 1
E_HOMO = -0.3477 hartree
SMILES = CC(=O)C(C)C

Positions of all 16 atoms, in Å:
C -1.58720 0.92786 -0.85284
C -0.60684 -0.19807 -0.13203
C -0.58647 -0.93697 1.28802
C 0.75252 0.32066 -0.55854
O 0.78047 1.11978 -1.47359
C 2.07430 -0.02331 0.08907
H -1.71722 0.62172 -1.90851
H -1.22518 1.96859 -0.96740
H -2.55781 0.95388 -0.37833
H -0.87051 -1.01959 -0.79648
H 0.15785 -0.56381 2.00808
H -0.31564 -2.00605 1.16099
H -1.54527 -0.95861 1.81389
H 2.22290 0.59574 0.98268
H 2.19688 -1.07139 0.37040
H 2.82723 0.26958 -0.64539

---

The following HOMO-LUMO gap values (in eV) correspond, in order, to the records above: 9.634, 10.210, 9.092, 10.326.
The following ΔE to the lowest compared entry with this formula, charge and spin values (in kJ/mol) correspond, in order, to the records above: 225.9, 81.0, 439.1, 121.4.